Entry from the Open Molecules 2025 dataset: a cluster of 2 separate species, C3H6O2 in total at a distorted geometry (the ωB97M-V functional and the def2-TZVPD basis).

Each line ends with the Löwdin charge.
Positions of all 11 atoms, in Å:
O -1.74 -0.57 1.46  -0.306
C 1.08 -0.08 -0.02  -0.251
O 2.09 -0.77 -0.21  0.084
C 0.31 0.58 -0.98  0.062
C -1.06 0.90 -0.64  -0.102
H 0.65 -0.25 0.97  0.118
H -1.45 1.72 -1.25  0.092
H 0.57 0.59 -2.02  0.133
H -1.22 1.30 0.39  0.105
H -1.77 0.03 -0.64  0.129
H -2.06 -0.85 2.33  -0.065

Frontier orbital gap ... 4.66 eV
Energy above the lowest of the compared OMol25 structures with the same formula, charge and spin ... 661.48 kJ/mol
Highest occupied orbital energy ... -8.549 eV